The following is a quantum chemistry calculation of a cluster of 2 separate species, C5H11NO in total in a non-equilibrium geometry, from the Open Molecules 2025 dataset.

The value obtained for the orbital gap is 8.45 eV. The energy relative to the best compared isomer or geometry (same formula, charge and spin) is 2.6424 eV.

Geometry as XYZ:
```
18
Properties=species:S:1:pos:R:3:forces:R:3
H -0.780143 -3.363649 -0.086022 -0.194 -0.201 0.306
H -1.424484 -0.006623 1.239369 -0.462 -0.218 0.083
H 0.128791 1.249879 2.357573 0.266 -0.155 -0.242
O -0.660516 -3.975014 0.653653 0.340 0.092 -0.133
C 0.888369 0.458508 0.620215 1.026 0.250 0.488
H -2.087984 1.533274 0.648822 0.414 0.419 0.290
C -1.507256 0.649108 0.382211 -0.310 0.890 -0.922
N 0.945931 0.765283 1.984983 -1.089 -0.508 0.245
H -0.700729 0.364066 -2.215778 -0.310 0.477 0.018
H 0.786082 1.632718 -3.452614 0.077 -0.119 -0.169
C 0.913957 1.603904 -2.382546 1.134 -0.572 0.071
H 1.789035 -0.115329 0.384448 -0.025 0.676 -0.830
C -0.116137 0.792556 -0.210965 0.632 -0.690 0.910
H 1.149305 -0.044916 2.558668 0.226 0.119 0.137
H -2.143032 0.258760 -0.419752 0.089 -0.589 0.223
H -1.521078 -4.151565 1.039593 -0.137 0.143 -0.166
H 1.881938 1.926078 -2.004871 -0.409 0.683 0.224
C 0.057855 0.910928 -1.647241 -1.269 -0.697 -0.534
```
Forces are in eV/Å.

For reference, the Mulliken charges in units of e are: 0.322, 0.392, 0.279, -0.643, -0.272, 0.280, -1.435, -0.493, 0.188, 0.279, -0.784, 0.330, 0.753, 0.229, 0.376, 0.319, 0.292, -0.411


The following is a quantum chemistry calculation of an isolated molecule of C5H11NO in a non-equilibrium geometry, from the Open Molecules 2025 dataset.

The value obtained for the orbital gap is 10.69 eV. The energy relative to the best compared isomer or geometry (same formula, charge and spin) is 1.9349 eV.

Geometry as XYZ:
```
18
Properties=species:S:1:pos:R:3:forces:R:3
H -0.915127 -2.793515 -1.722962 0.581 -1.257 -0.488
N -0.794944 -0.957742 -1.078019 3.851 -2.824 -0.713
C 0.393183 -0.209496 0.979746 -0.991 2.652 0.497
H -1.753749 -1.216129 -0.998064 -0.824 0.996 0.333
H -0.511262 0.136961 1.587431 0.965 -1.311 -0.396
C -1.151393 1.304011 -0.406893 1.796 -0.284 1.839
H 2.336130 0.878333 0.661888 -1.237 0.197 0.672
C -0.036677 0.129029 -0.442342 -3.362 0.989 -0.022
H -0.665878 2.239876 0.051334 -1.174 -1.383 -0.422
H 0.573077 -1.276090 1.035449 0.651 0.145 0.551
C 1.439884 0.889844 1.366553 0.742 0.383 -0.270
H 0.902422 1.913984 1.337906 1.091 -1.635 -0.147
H 1.894882 0.825407 2.373712 -0.531 -0.280 -0.372
O 1.082232 -2.533214 -0.967637 -5.073 1.867 -2.073
H -1.324012 1.516668 -1.418861 -0.707 0.513 -1.405
H -2.123716 0.956494 0.116969 1.789 0.655 -0.695
H 0.766556 0.376489 -1.155527 -0.137 -0.013 0.550
C -0.111607 -2.180909 -1.320682 2.570 0.591 2.562
```
Forces are in eV/Å.

For reference, the Mulliken charges in units of e are: 0.337, -0.277, -0.252, 0.281, 0.149, -1.337, 0.277, 0.075, 0.301, 0.398, -1.035, 0.227, 0.337, -0.562, 0.463, 0.318, 0.310, -0.009


The following is a quantum chemistry calculation of an isolated molecule of C5H11NO in a non-equilibrium geometry, from the Open Molecules 2025 dataset.

The value obtained for the orbital gap is 8.84 eV. The energy relative to the best compared isomer or geometry (same formula, charge and spin) is 1.9599 eV.

Geometry as XYZ:
```
18
Properties=species:S:1:pos:R:3:forces:R:3
H 0.903676 1.201096 1.299813 -0.889 -0.423 0.764
C -0.054052 0.837657 1.793506 1.266 0.965 -1.220
C -1.058148 0.510112 0.730765 -2.741 0.685 -0.828
O 0.119019 -0.302776 2.578359 2.586 -1.651 0.758
C 0.329867 -0.426133 -1.242935 2.640 -0.291 0.655
H -0.600414 -1.508043 0.395646 0.324 -1.338 0.357
N 0.041742 0.495357 -2.227676 -0.901 0.498 -0.401
H 1.093479 -0.564805 2.630413 -2.163 0.661 -0.188
H 2.440953 -0.869223 -1.877195 -1.256 0.445 1.006
H -0.444136 1.605646 2.461088 0.031 0.398 -0.266
C -0.791042 -0.678180 -0.221375 -0.816 1.641 -1.782
C 1.632745 -0.904301 -1.081716 -1.558 -0.659 -0.916
H 0.703164 0.794205 -2.925729 0.290 -0.409 0.325
H -1.759312 -0.816051 -0.830565 1.324 -0.117 0.985
H -1.425612 1.383853 0.105074 0.977 -0.559 0.800
H -0.908475 0.693173 -2.519568 0.225 -0.290 0.472
H 1.777424 -1.724227 -0.366732 -0.048 0.607 -0.048
H -2.000878 0.272639 1.298827 0.710 -0.162 -0.472
```
Forces are in eV/Å.

For reference, the Mulliken charges in units of e are: 0.328, -0.467, -0.474, -0.548, 0.653, 0.326, -0.437, 0.334, 0.277, 0.276, -0.743, -1.040, 0.188, 0.244, 0.323, 0.192, 0.244, 0.324


The following is a quantum chemistry calculation of a structure of composition C5H11NO, from the Open Molecules 2025 dataset.

The value obtained for the orbital gap is 8.53 eV. The energy relative to the best compared isomer or geometry (same formula, charge and spin) is 3.8779 eV.

Geometry as XYZ:
```
18
Properties=species:S:1:pos:R:3:forces:R:3
H -1.675803 2.025194 -0.305799 0.021 -0.109 0.087
C -0.272523 0.363206 1.608053 -0.121 -0.251 -0.006
H -0.760866 -0.172578 -1.302023 -0.133 0.033 0.046
H 2.148793 -1.041023 -1.556857 0.021 0.044 0.146
C 1.648852 0.164895 0.148738 -0.016 0.120 -0.057
H -0.810328 1.274706 0.994661 0.061 0.163 -0.009
H -1.033606 -0.263407 2.078920 0.091 0.075 -0.027
H -2.039489 -1.036544 -0.430777 0.045 0.137 -0.054
O 1.799695 1.362863 0.064926 -0.062 -0.392 0.029
H 0.436415 -1.392890 0.712973 0.023 0.154 0.023
H -2.706769 1.039191 0.771920 0.166 -0.020 -0.046
N 0.593690 -0.402462 0.864060 0.089 0.071 -0.036
C -1.808382 1.038626 0.151608 -0.215 -0.038 -0.128
H -2.451792 0.127846 -1.697794 0.095 -0.011 0.106
H 2.618950 -1.784253 -0.013300 -0.036 0.135 -0.059
H 3.534116 -0.396676 -0.666845 -0.141 -0.049 0.015
C 2.541989 -0.836403 -0.554607 0.088 -0.003 -0.015
C -1.762943 -0.070287 -0.867862 0.024 -0.057 -0.015
```
Forces are in eV/Å.

For reference, the Mulliken charges in units of e are: 0.319, -0.917, 0.179, 0.258, 0.652, 0.434, 0.324, 0.263, -0.560, 0.281, 0.386, -0.068, -0.684, 0.339, 0.329, 0.320, -1.047, -0.812


The following is a quantum chemistry calculation of an isolated molecule of C5H11NO in a non-equilibrium geometry, from the Open Molecules 2025 dataset.

The value obtained for the orbital gap is 9.75 eV. The energy relative to the best compared isomer or geometry (same formula, charge and spin) is 1.3015 eV.

Geometry as XYZ:
```
18
Properties=species:S:1:pos:R:3:forces:R:3
C -0.698355 -1.766567 -1.371557 -0.074 0.082 -0.029
H -1.718085 -1.868524 -1.753947 0.077 0.020 0.047
H -1.262412 -0.089368 2.123534 0.525 -0.266 -0.229
O -0.318887 0.531533 -1.962338 0.332 -0.217 -0.195
C 0.258106 1.341791 0.645843 -0.132 0.383 -0.054
H 1.969326 2.624410 0.484063 -0.017 -0.139 -0.075
H 1.693916 1.613394 -0.949371 0.027 0.020 0.114
C -1.010590 -0.708331 1.250895 0.655 0.519 -0.551
C -0.425545 -0.289957 -1.065896 -0.092 0.315 -0.166
N -0.289449 0.068812 0.239333 -0.634 0.524 -0.540
H 2.399559 0.905437 0.524152 -0.233 0.071 -0.042
C 1.668263 1.628627 0.141375 -0.041 0.031 -0.109
H -0.128833 -1.335120 1.335472 -1.282 -1.844 1.858
H 0.269179 1.345016 1.744438 -0.070 0.035 -0.291
H -0.024766 -2.080100 -2.176178 -0.105 0.205 0.150
H -0.451042 2.096646 0.306949 0.182 0.518 0.063
H -0.578266 -2.449844 -0.524534 0.013 0.242 -0.164
H -1.986569 -1.055869 0.862017 0.869 -0.501 0.214
```
Forces are in eV/Å.

For reference, the Mulliken charges in units of e are: -1.096, 0.259, 0.328, -0.638, -0.400, 0.352, 0.322, -1.176, 0.663, 0.119, 0.295, -1.176, 0.527, 0.417, 0.340, 0.280, 0.316, 0.268


The following is a quantum chemistry calculation of a cluster of 2 separate species, C5H11NO in total in a non-equilibrium geometry, from the Open Molecules 2025 dataset.

The value obtained for the orbital gap is 5.57 eV. The energy relative to the best compared isomer or geometry (same formula, charge and spin) is 6.8121 eV.

Geometry as XYZ:
```
18
Properties=species:S:1:pos:R:3:forces:R:3
H -1.341676 -1.583063 0.528650 1.506 -0.733 -0.401
N 0.967290 0.041994 0.787606 0.383 -0.747 -0.334
H -2.622139 1.231057 1.164062 0.163 -0.040 -0.319
H -2.346457 2.207139 -0.230672 -0.019 -0.152 -0.269
C -0.007235 0.940906 0.616582 -0.734 -0.095 -0.609
H 3.280054 -0.757149 -0.498455 -0.411 0.181 0.330
H -3.320858 0.688385 -0.340386 0.032 0.048 -0.371
H -1.242439 -0.721329 0.294080 -0.409 0.429 -0.154
C 1.180499 -1.196219 0.009796 0.462 0.969 1.979
H 2.058799 -0.191477 -1.651970 0.131 0.231 -0.257
H 1.725213 0.461097 1.319328 0.210 -0.427 0.207
H -0.906720 0.126880 -1.203587 -0.320 -0.169 0.848
H 1.338801 -1.994219 0.719602 0.170 -0.307 -0.045
H 2.541932 -1.890985 -1.556717 -0.381 0.163 0.079
C -1.177402 0.394128 -0.153213 -0.367 1.513 -0.660
C 2.307605 -0.991642 -0.967315 -0.193 -0.842 -0.886
O 0.003023 2.071175 1.084724 0.075 -0.222 0.009
C -2.438291 1.163314 0.077888 -0.299 0.202 0.853
```
Forces are in eV/Å.

For reference, the Mulliken charges in units of e are: 0.456, -0.093, 0.291, 0.304, 0.571, 0.303, 0.399, -0.723, -0.302, 0.291, 0.284, 0.393, 0.272, 0.339, 0.245, -1.142, -0.673, -1.216


The following is a quantum chemistry calculation of a cluster of 2 separate species, C5H11NO in total in a non-equilibrium geometry, from the Open Molecules 2025 dataset.

The value obtained for the orbital gap (spin up / spin down) is 6.41 / 8.30 eV. The energy relative to the best compared isomer or geometry (same formula, charge and spin) is 4.1514 eV.

Geometry as XYZ:
```
18
Properties=species:S:1:pos:R:3:forces:R:3
H 0.200307 -2.413116 -0.427345 0.086 -0.072 0.022
H 2.090910 2.320540 -0.388473 0.077 -0.018 -0.049
H 3.273094 0.989630 -0.400587 0.026 0.067 -0.019
H -1.873655 1.294030 -0.644050 -0.049 0.090 -0.053
H 1.869166 0.912224 -1.459563 0.082 0.021 -0.027
H -2.603870 -0.043567 0.279779 -0.145 -0.053 -0.068
C 2.209804 1.235403 -0.474648 0.059 0.396 -0.062
H -1.533401 -2.366458 -0.058849 -0.078 -0.007 -0.074
H 0.524911 0.447342 2.304923 0.028 0.245 -0.036
C -0.582168 -1.833938 0.048767 0.050 -0.137 -0.017
C -1.673508 0.467888 0.029205 -0.119 0.156 0.046
N 1.478845 0.532490 0.532903 -1.073 -1.610 -1.710
H -0.223353 -0.277556 -1.469099 0.028 0.044 -0.238
C -0.694714 -0.484339 -0.525679 1.430 0.731 1.285
H -0.387453 -1.776256 1.120490 0.007 0.017 0.040
O 1.797587 2.033103 2.209612 0.112 0.278 0.051
C 1.248184 1.058384 1.714280 -0.470 -0.099 0.939
H -1.304603 0.885627 0.970161 -0.051 -0.047 -0.029
```
Forces are in eV/Å.

For reference, the Mulliken charges in units of e are: 0.313, 0.297, 0.285, 0.287, 0.259, 0.374, -0.791, 0.375, 0.340, -1.071, -0.948, -0.194, 0.458, 0.124, 0.261, -0.600, 0.018, 0.214